{
  "formula": "C5H7GdO3",
  "method": "ωB97M-V/def2-TZVPD",
  "total_charge": 2,
  "lumo_energy_ha": [-0.3378, -0.3326],
  "homo_lumo_gap_ev": [6.475, 7.034],
  "multiplicity": 8,
  "homo_ev": [-15.666, -16.086],
  "de_lowest_kcal_mol": 0.0,
  "s2": 16.789,
  "elements": ["O", "C", "O", "Gd", "O", "C", "H", "H", "C", "H", "C", "C", "H", "H", "H", "H"],
  "positions_angstrom": [[-0.407, -1.293, -0.488], [-1.175, -1.989, 0.319], [-1.118, -1.877, 1.579], [-2.823, -3.717, 1.902], [-2.002, -2.795, -0.199], [0.552, -0.410, 0.043], [0.877, -0.710, 1.042], [2.497, 0.223, -0.534], [1.476, 0.091, -0.900], [1.366, -0.172, -1.955], [-0.244, 1.719, 0.354], [0.620, 2.201, -0.665], [-1.314, 1.593, 0.159], [0.190, 2.384, -1.655], [0.030, 1.922, 1.395], [1.474, 2.831, -0.397]],
  "lowdin_charge": [0.125, -0.775, -0.165, 1.938, -0.155, -0.055, 0.168, 0.128, 0.107, 0.128, 0.022, 0.078, 0.111, 0.117, 0.109, 0.119]
}